102
Properties=species:S:1:pos:R:3:mulliken_charge:R:1 method="wB97M-V/def2-TZVPD" relative_energy_kj_mol=81.26 e_homo_ev=-5.31 homo_lumo_gap_ev=6.26 charge=-1 e_tot_ev=-118966.011
C 0.72434 -0.45420 -3.22665 -0.36
H 7.05315 -2.96720 3.23560 0.30
C 0.55303 1.69212 -4.03228 -0.36
C -1.53932 -2.88796 4.46320 -1.04
N 3.19397 1.56002 -0.59466 0.72
H -6.46984 -1.21776 4.44438 0.45
C -2.69234 2.08248 -2.11890 0.43
H -3.06520 5.39243 -0.28229 0.50
C -3.81928 -0.02189 2.70875 -0.08
C 0.47174 4.59508 -2.11943 0.68
H -3.92876 0.22012 -0.62949 0.38
C 1.00645 -1.38893 -2.12937 -1.25
H 3.71071 3.57011 -0.97929 0.26
C 0.59267 -2.49798 -4.66926 -0.41
C -7.03530 -1.68776 -0.54567 -1.02
C -0.45226 -1.17152 3.16976 1.02
H 0.60344 2.01225 -6.13606 0.38
C 1.67263 -1.71431 0.06479 -0.50
C -3.37784 4.40585 -2.09916 -0.62
O 1.61600 3.13075 0.74914 0.24
C -6.32732 -1.20116 2.27931 -0.29
C 0.71906 -3.25421 -3.60630 -0.57
O -1.26387 -2.29925 3.18066 -0.37
C 0.66776 -0.12299 -5.59960 -0.84
H -6.99436 -1.65903 -1.65924 0.22
H 1.39788 -4.73485 -1.41447 0.41
H 0.36543 -1.44261 5.14797 0.19
N 0.59708 3.48445 -1.73254 -1.07
S 4.17897 0.61098 -1.33525 1.03
C -2.94353 4.48731 -0.82275 -0.40
O 5.32245 1.28087 -1.87837 -0.77
C 1.32351 0.25428 4.04461 -0.93
N 0.25382 -3.11762 -6.00864 1.00
C 5.56320 -2.48346 1.79327 0.99
C 0.64402 1.22299 -5.34224 -1.02
H 4.83107 2.76792 0.22326 0.41
C -0.98235 4.73956 1.28065 -0.85
H 1.92999 -1.26731 1.01307 0.55
O -1.68697 3.50647 0.99742 -0.45
H 0.56152 -0.43947 -6.61826 0.47
N -3.46660 0.13019 0.27092 0.37
C -4.62587 -0.40638 3.78138 -0.73
H 2.00292 1.76256 2.69705 0.28
C 6.14669 -3.43812 2.81046 -1.56
N 0.64774 0.85535 -2.98811 1.13
H -2.32523 -3.58660 4.40660 0.32
H -4.11030 -0.46637 4.75595 0.29
C 5.91609 -2.64562 0.43977 -0.94
O -5.79412 -1.10201 -0.17352 -0.37
C -5.51054 -0.85365 1.17576 0.56
C -3.25582 3.18140 -2.75769 -1.24
C 0.55356 0.52587 1.72522 1.21
C 4.72407 -0.58392 -0.01998 0.21
H 2.12513 -3.72329 0.66842 0.62
H 2.06001 0.48913 4.77579 0.52
H -7.04246 -2.71752 -0.29221 0.37
C -4.29229 -0.22161 1.37687 -0.39
H -1.58061 5.41957 1.90564 0.27
O 3.26209 4.22514 1.81675 -0.78
C 4.38238 -0.45365 1.31355 0.04
C 1.37848 -3.64561 -1.35112 -1.09
C 0.60025 -1.04087 -4.53516 0.93
H 0.46805 2.73578 -3.79661 0.21
H -2.84636 0.43782 2.85284 0.63
C -2.07773 0.19209 0.29943 -0.98
H -0.14052 4.48962 1.88029 0.16
H -1.83458 -2.03101 5.13387 0.37
H 5.36432 -3.68454 3.53732 0.37
C 2.86315 3.46420 0.93630 0.28
N 1.24632 -0.91320 -0.89313 1.63
H -3.76859 5.29686 -2.44964 0.52
C 1.04020 -2.75829 -2.35318 1.60
H 3.57567 0.21810 1.58952 0.37
C -2.27700 3.43268 -0.20771 0.42
H 5.67530 -1.84449 -1.50318 0.57
Sc 0.90381 1.60179 -0.36634 -1.14
C 4.76197 -1.43750 2.17691 -0.75
H -2.17574 -1.51085 1.40361 0.59
H -3.67882 3.10138 -3.78624 0.30
H 0.59611 -4.31614 -3.69438 0.56
H -0.75222 5.17704 0.34269 0.41
C -5.91035 -0.95626 3.58834 -0.93
N -1.49414 -0.79748 1.05418 0.43
C 3.79305 2.81033 -0.15720 -0.62
C -2.19033 2.19066 -0.84738 -0.95
H -0.65218 -3.38080 4.93214 0.28
C -0.42550 -0.48794 1.97176 -0.19
C 5.39530 -1.70743 -0.48772 -1.07
N -1.42330 1.13115 -0.27776 1.48
H 6.59771 -3.47212 0.20237 0.32
H -2.73370 1.06712 -2.56188 0.44
S 0.28879 6.12841 -2.65222 -0.45
O -0.24069 -2.46444 -6.90209 -0.59
O 3.53914 -0.35695 -2.27396 -0.66
H -7.81713 -1.06464 -0.14460 0.42
C 1.36265 0.90168 2.82526 -0.63
O 0.39701 -4.35037 -6.05899 -0.63
H -7.27502 -1.67874 2.03996 0.38
H 4.41725 -1.54831 3.17511 0.42
H 6.48244 -4.39046 2.39681 0.37
C 0.41249 -0.81806 4.19898 -0.70
C 1.76225 -3.09521 -0.14147 -1.66